1.
The following is a DFT calculation (the ωB97M-V functional and the def2-TZVPD basis) of C17H42Cl2OP3Yb as an isolated structure at a distorted geometry.

Geometry as ORCA input:
```
! wB97M-V def2-TZVPD RIJCOSX def2/J DEFGRID3
* xyz 2 2
C -1.57 2.87 -3.69
C -0.44 2.16 -3.28
H -1.84 2.65 -4.74
H -1.34 3.95 -3.57
H -2.39 2.63 -2.99
O 0.50 1.47 -3.14
Cl -2.02 3.20 -0.53
Yb -1.20 1.36 1.06
P 1.05 2.92 -0.22
C 2.82 2.44 -0.28
C 1.19 4.44 -1.23
H 2.01 5.06 -0.84
H 1.80 4.51 1.45
H 0.25 4.99 -1.20
H 0.04 4.18 1.63
H 3.01 1.98 -1.25
H 1.41 4.17 -2.27
C 1.02 3.73 1.44
H 3.46 3.32 -0.16
H 1.23 2.99 2.24
H 3.05 1.71 0.51
P -3.06 0.01 -0.87
C -3.09 -1.81 -1.03
C -4.16 0.19 0.61
H -4.61 1.46 -2.07
H -5.19 -0.25 -2.06
H -3.85 0.26 -3.15
C -4.31 0.41 -2.16
H -4.24 1.25 0.91
H -5.16 -0.18 0.34
H -4.11 -2.18 -1.12
H -2.60 -2.29 -0.17
H -3.77 -0.37 1.47
H -2.52 -2.09 -1.93
Cl -1.82 1.12 3.41
C 1.32 -0.87 3.44
C 1.85 -0.59 2.03
C 3.30 -1.05 1.89
P 0.68 -1.15 0.68
C 1.56 -1.40 -0.96
C 2.71 -2.41 -1.03
C 0.54 -1.75 -2.05
C 0.09 -2.85 1.12
C 1.17 -3.83 1.57
C -1.05 -2.80 2.16
H 1.36 -1.94 3.70
H 0.30 -0.49 3.58
H 1.96 -0.33 4.16
H 1.85 0.51 1.89
H 3.39 -2.14 1.93
H 3.77 -0.68 0.98
H 3.88 -0.65 2.74
H 1.97 -0.39 -1.18
H 2.35 -3.44 -1.03
H 3.24 -2.25 -1.98
H 3.46 -2.29 -0.24
H -0.29 -1.03 -2.11
H 1.05 -1.74 -3.03
H 0.12 -2.75 -1.90
H -0.34 -3.22 0.17
H 1.65 -3.54 2.51
H 0.69 -4.81 1.74
H 1.94 -3.98 0.80
H -1.77 -1.99 1.96
H -1.60 -3.76 2.13
H -0.66 -2.66 3.18
*
```

Summary:
LUMO (alpha / beta) ... -7.93 / -7.93 eV
E ... -104786.83054 eV

=====

2.
The following is a DFT calculation (the ωB97M-V functional and the def2-TZVPD basis) of a 13-piece molecular cluster, C73H135F21N9O14 overall at a distorted geometry.

Geometry as ORCA input:
```
! wB97M-V def2-TZVPD RIJCOSX def2/J DEFGRID3
* xyz -1 1
C 17.62 19.17 19.96
C 19.01 19.29 20.57
N 19.32 18.26 21.63
C 18.52 17.14 21.99
C 19.25 16.33 22.82
N 20.42 16.99 23.13
C 20.53 18.14 22.31
C 21.49 16.49 23.84
H 17.39 18.21 19.49
H 17.36 19.88 19.17
H 16.95 19.36 20.80
H 19.19 20.30 20.94
H 19.72 19.09 19.77
H 17.58 16.96 21.49
H 19.00 15.39 23.30
H 21.33 18.86 22.30
H 22.12 17.31 24.17
H 22.14 15.97 23.14
H 21.23 15.75 24.60
C 11.18 20.08 23.34
C 11.04 20.82 22.02
N 11.01 22.30 22.13
C 10.93 23.05 21.01
C 10.88 24.47 21.31
N 10.64 24.46 22.64
C 10.78 23.13 23.18
C 10.32 25.63 23.44
H 11.94 20.54 23.98
H 11.38 19.02 23.17
H 10.26 20.24 23.90
H 10.08 20.51 21.61
H 11.96 20.69 21.44
H 10.95 22.53 20.06
H 10.93 25.42 20.80
H 10.61 22.94 24.23
H 10.87 25.37 24.34
H 9.25 25.72 23.59
H 10.66 26.51 22.89
C 17.18 18.89 16.44
C 15.91 18.86 15.55
N 15.69 17.68 14.87
C 15.80 17.36 13.51
C 15.51 16.02 13.31
N 15.11 15.46 14.53
C 15.28 16.47 15.48
C 14.74 14.08 14.76
H 17.22 18.09 17.17
H 17.35 19.75 17.09
H 18.08 18.85 15.83
H 15.94 19.65 14.80
H 15.12 18.88 16.31
H 16.20 18.15 12.90
H 15.57 15.37 12.45
H 15.09 16.33 16.54
H 14.80 13.56 13.81
H 13.73 14.06 15.19
H 15.52 13.55 15.30
C 16.08 23.67 28.07
C 17.58 23.96 27.93
C 17.95 24.54 26.59
N 19.49 24.51 26.38
C 19.76 25.22 24.95
C 21.27 25.35 24.57
C 21.98 26.10 25.70
C 21.74 25.63 27.15
C 20.21 25.40 27.50
C 20.13 23.11 26.27
H 15.54 24.62 28.09
H 15.89 23.14 28.99
H 15.57 23.03 27.34
H 18.17 23.09 28.23
H 17.88 24.65 28.72
H 17.74 25.60 26.43
H 17.45 23.98 25.80
H 19.51 26.28 24.95
H 19.10 24.75 24.22
H 21.50 25.99 23.72
H 21.79 24.42 24.36
H 21.62 27.12 25.88
H 23.03 26.25 25.48
H 22.25 26.25 27.89
H 22.23 24.67 27.26
H 19.67 26.35 27.51
H 20.06 24.92 28.47
H 19.64 22.74 25.37
H 19.90 22.47 27.11
H 21.19 23.29 26.09
C 16.75 26.86 23.51
C 16.16 25.68 22.60
C 16.18 26.14 21.16
N 15.82 25.13 20.06
C 17.04 24.11 20.01
C 16.76 23.02 18.92
C 15.42 22.30 19.01
C 14.24 23.28 19.17
C 14.48 24.37 20.34
C 15.68 25.96 18.79
H 17.84 26.81 23.53
H 16.22 26.75 24.46
H 16.53 27.91 23.31
H 15.20 25.43 23.06
H 16.78 24.81 22.84
H 17.09 26.64 20.81
H 15.44 26.94 21.15
H 17.26 23.71 21.00
H 17.91 24.70 19.74
H 17.44 22.17 18.82
H 16.93 23.41 17.91
H 15.27 21.56 19.80
H 15.34 21.67 18.12
H 13.25 22.87 19.37
H 14.03 23.71 18.19
H 14.63 23.82 21.27
H 13.72 25.15 20.34
H 15.47 25.33 17.93
H 16.57 26.49 18.46
H 14.87 26.69 18.86
C 14.17 37.50 24.37
C 14.81 36.10 24.11
C 15.17 35.80 22.66
N 15.56 34.29 22.34
C 16.74 33.84 23.31
C 16.99 32.39 23.24
C 15.71 31.58 23.35
C 14.53 31.93 22.39
C 14.29 33.44 22.53
C 15.99 34.03 20.88
H 14.00 37.68 25.43
H 13.21 37.60 23.85
H 14.88 38.25 24.02
H 14.14 35.37 24.57
H 15.73 36.16 24.69
H 16.11 36.28 22.40
H 14.51 36.10 21.85
H 16.54 34.28 24.29
H 17.59 34.42 22.97
H 17.51 32.17 24.17
H 17.64 32.24 22.37
H 15.44 31.61 24.40
H 15.90 30.51 23.30
H 13.59 31.52 22.77
H 14.66 31.47 21.41
H 14.01 33.70 23.55
H 13.57 33.92 21.87
H 16.72 34.77 20.56
H 15.15 34.18 20.20
H 16.41 33.03 20.76
C 17.92 26.64 14.27
O 17.46 27.87 13.62
O 19.31 26.51 14.10
C 17.31 26.56 15.75
F 15.96 26.72 15.78
F 17.53 25.45 16.47
F 17.81 27.52 16.46
C 16.30 27.84 12.84
C 15.74 29.22 12.50
H 14.70 29.12 12.19
H 15.70 29.87 13.38
H 16.30 29.75 11.73
H 15.54 27.25 13.36
H 16.44 27.30 11.90
H 17.44 25.79 13.80
C 16.21 21.83 23.40
O 15.45 22.71 24.31
O 17.56 22.00 23.75
C 15.68 20.37 23.42
F 16.50 19.37 23.00
F 15.22 19.95 24.63
F 14.59 20.22 22.66
C 14.01 22.91 24.22
C 13.39 23.24 25.56
H 13.46 22.54 26.40
H 13.69 24.21 25.94
H 12.32 23.38 25.40
H 13.47 22.01 23.95
H 13.82 23.74 23.55
H 16.02 22.22 22.40
C 16.90 21.60 11.90
O 16.22 21.72 13.14
O 16.86 20.29 11.49
C 16.29 22.71 10.88
F 16.87 22.71 9.66
F 14.97 22.58 10.58
F 16.50 23.94 11.38
C 16.37 22.78 14.11
C 15.43 22.72 15.28
H 15.50 23.65 15.86
H 14.46 22.64 14.80
H 15.66 21.86 15.91
H 16.00 23.70 13.68
H 17.40 22.92 14.44
H 17.94 21.91 12.04
C 18.73 29.47 20.60
O 18.87 28.05 20.70
O 19.91 30.13 20.20
C 17.33 29.70 19.93
F 16.84 28.80 19.10
F 16.39 29.95 20.85
F 17.30 30.83 19.26
C 19.88 27.46 21.57
C 19.90 25.91 21.42
H 19.73 25.74 20.36
H 20.88 25.48 21.65
H 19.09 25.50 22.02
H 19.61 27.78 22.58
H 20.89 27.87 21.53
H 18.62 29.73 21.66
C 10.58 21.32 17.51
O 9.84 20.65 18.47
O 10.37 22.71 17.63
C 12.02 20.70 17.59
F 12.41 20.58 18.82
F 12.00 19.49 17.13
F 13.00 21.34 16.90
C 9.53 19.26 18.29
C 8.40 19.00 19.26
H 8.62 18.73 20.30
H 7.68 19.82 19.21
H 7.88 18.15 18.82
H 10.38 18.63 18.56
H 9.03 18.99 17.35
H 10.17 21.06 16.53
C 16.08 14.85 19.30
O 15.58 16.15 19.65
O 17.28 15.16 18.63
C 15.76 13.96 20.59
F 16.22 12.75 20.48
F 16.44 14.46 21.65
F 14.52 13.84 21.03
C 14.18 16.56 19.63
C 14.09 18.10 19.98
H 13.12 18.57 19.77
H 14.40 18.26 21.01
H 14.78 18.70 19.39
H 13.50 15.92 20.20
H 13.77 16.51 18.63
H 15.40 14.46 18.54
C 12.56 28.31 21.69
O 12.81 27.70 22.95
O 12.62 27.35 20.69
C 11.29 29.31 21.63
F 11.29 29.93 20.47
F 10.06 28.72 21.73
F 11.46 30.23 22.65
C 13.35 28.55 24.07
C 13.27 27.66 25.20
H 14.06 26.94 25.37
H 13.19 28.24 26.12
H 12.34 27.09 25.21
H 12.75 29.40 24.40
H 14.32 29.02 23.88
H 13.51 28.83 21.62
*
```

Summary:
LUMO ... 0.50 eV
E ... -177012.95500 eV